Below is 12 unconnected molecules or ions with the total composition C4H31NO11 at a distorted geometry, with properties calculated with the ωB97M-V functional and the def2-TZVPD basis.

The geometry in XYZ format:
```
47
Properties=species:S:1:pos:R:3:lowdin_charge:R:1
C 2.998 -0.794 -0.439 0.02
C 2.157 -0.219 0.456 -0.43
C 0.837 0.198 -0.127 -0.05
N 2.230 -0.478 1.847 -0.06
C 1.870 0.496 2.775 -0.16
H 2.864 -1.055 -1.474 0.06
H 3.878 -1.187 -0.006 0.04
H 0.408 -0.512 -0.925 0.08
H 1.346 0.913 -0.860 0.09
H 0.219 0.653 0.691 0.08
H 2.934 -1.035 2.228 0.10
H 1.083 0.034 3.467 0.09
H 1.391 1.391 2.307 0.07
H 2.820 0.800 3.378 0.12
O -1.108 -4.000 1.380 -0.03
H -0.957 -3.928 2.262 -0.03
H -1.645 -3.294 0.971 0.00
O 0.918 -3.407 -0.747 0.00
H 0.488 -4.224 -0.730 0.02
H 0.653 -2.917 -0.034 -0.03
O 1.438 3.640 -0.703 -0.04
H 2.010 4.064 -1.308 0.03
H 0.674 3.266 -1.130 -0.01
O -3.298 -2.584 0.689 -0.14
H -3.311 -1.834 1.391 0.03
H -3.195 -2.010 -0.146 0.03
O 0.085 2.819 -2.813 0.07
H -0.641 3.251 -2.926 -0.03
H 0.252 2.100 -3.323 0.00
O 2.989 3.029 1.424 0.00
H 2.497 3.732 1.041 0.00
H 3.076 2.405 0.810 -0.06
O -2.950 -0.548 2.419 -0.07
H -2.894 0.437 2.714 0.11
H -2.131 -0.916 2.760 0.05
O -1.057 -1.902 -2.494 -0.09
H -0.167 -2.288 -2.166 0.07
H -1.613 -2.543 -2.951 0.06
O -1.325 0.695 -4.136 -0.04
H -1.969 0.611 -3.473 -0.01
H -1.210 -0.259 -4.377 0.06
O -2.803 -0.441 -0.713 -0.03
H -2.234 -0.958 -1.272 -0.01
H -2.284 0.225 -0.291 0.03
O -2.055 2.615 1.522 -0.06
H -1.693 3.036 0.723 0.04
H -1.573 2.924 2.308 0.05
```

Properties
HOMO-LUMO gap   7.93 eV
HOMO   -8.0 eV
SMILES string   C=C(C)NC.O.O.O.O.O.O.O.O.O.O.O
Relative energy (zero: lowest compared OMol25 entry of this formula, charge and spin)   501.0 kJ/mol

---

Below is C20H15BrFN3O4S in the gas phase at a distorted geometry, with properties calculated with the ωB97M-V functional and the def2-TZVPD basis.

The geometry in XYZ format:
```
45
Properties=species:S:1:pos:R:3:lowdin_charge:R:1
O 3.250 0.265 -3.345 -0.32
S 2.050 0.870 -2.701 0.80
O 2.104 2.358 -2.856 -0.31
C 0.560 0.216 -3.471 -0.20
C 0.643 -0.858 -4.395 -0.03
C -0.506 -1.436 -4.913 -0.06
C -1.762 -0.875 -4.662 -0.05
C -1.859 0.228 -3.806 0.02
C -0.690 0.776 -3.168 -0.24
F -0.831 1.818 -2.334 0.08
N 1.962 0.379 -1.018 -0.20
C 1.901 -1.078 -0.794 -0.10
C 0.481 -1.620 -0.690 -0.24
C -0.609 -0.867 -0.330 -0.04
C -1.735 -1.763 -0.333 -0.06
C -1.236 -2.987 -0.675 -0.12
O 0.121 -2.938 -0.903 0.04
C 2.748 1.241 -0.106 -0.09
C 2.277 1.215 1.327 -0.28
N 3.041 1.014 2.368 0.10
N 2.273 1.016 3.499 0.09
C 1.043 1.097 3.064 -0.31
C -0.217 1.041 3.809 -0.17
C -1.342 1.696 3.316 -0.04
C -2.588 1.612 3.884 -0.06
C -2.757 0.848 5.074 -0.06
C -1.634 0.234 5.637 -0.13
C -0.381 0.302 5.003 -0.56
Br 1.059 -0.714 5.790 0.75
O 0.967 1.295 1.721 0.12
H 1.577 -1.216 -4.698 0.10
H -0.466 -2.251 -5.571 0.09
H -2.614 -1.291 -5.160 0.10
H -2.839 0.678 -3.611 0.12
H 2.360 -1.612 -1.635 0.12
H 2.412 -1.397 0.115 0.14
H -0.553 0.151 -0.018 0.09
H -2.772 -1.536 -0.056 0.11
H -1.864 -3.858 -0.773 0.12
H 2.717 2.298 -0.403 0.13
H 3.779 0.929 -0.118 0.13
H -1.203 2.296 2.433 0.12
H -3.438 2.118 3.457 0.10
H -3.752 0.722 5.527 0.11
H -1.681 -0.419 6.520 0.10
```

Properties
HOMO-LUMO gap   8.80 eV
HOMO   -8.8 eV
SMILES string   O=S(=O)(c1ccccc1F)N(Cc1ccco1)Cc1nnc(-c2ccccc2Br)o1
Relative energy (zero: lowest compared OMol25 entry of this formula, charge and spin)   0.0 kJ/mol

---

Below is a molecular structure, C11H22Cl10O6 at a distorted geometry, with properties calculated with the ωB97M-V functional and the def2-TZVPD basis.

The geometry in XYZ format:
```
49
Properties=species:S:1:pos:R:3:lowdin_charge:R:1
C -1.172 -4.205 -0.899 -0.08
O -1.976 -3.032 -1.118 -0.14
C -1.638 -1.838 -0.573 -0.61
O -0.598 -1.611 0.019 -0.14
O -2.601 -0.911 -0.650 -0.19
C -3.821 -1.153 -1.373 -0.05
H -0.666 -4.204 0.067 0.11
H -0.586 -4.443 -1.786 0.01
H -1.838 -5.062 -0.794 0.10
H -4.591 -0.394 -1.239 0.11
H -4.247 -2.112 -1.079 0.10
H -3.633 -1.156 -2.447 0.05
C -0.593 2.401 1.873 -0.32
O 0.319 3.504 1.957 -0.01
C 0.014 4.634 2.608 -0.57
O -0.952 4.877 3.340 0.09
O 1.015 5.477 2.473 0.01
C 0.969 6.750 3.082 -0.06
H -1.436 2.844 1.344 0.13
H -0.874 1.869 2.782 0.05
H -0.107 1.598 1.318 -0.38
H 1.954 7.151 3.321 0.09
H 0.425 6.823 4.024 0.09
H 0.434 7.466 2.458 0.09
C 1.029 -0.230 -0.338 -0.84
Cl 0.489 1.452 0.241 0.94
Cl 1.578 -1.228 0.975 0.82
H 0.153 -0.675 -0.809 -0.05
H 1.797 -0.129 -1.104 -0.12
C -1.284 -0.089 1.547 -0.98
Cl -0.033 -0.133 2.801 0.64
Cl -2.914 -0.237 2.240 0.59
H -1.158 0.898 1.103 -0.05
H -1.105 -0.847 0.784 -0.14
C 2.543 -0.341 -3.726 -0.98
Cl 4.224 0.078 -3.533 0.60
Cl 1.539 0.529 -2.602 0.72
H 2.150 -0.100 -4.713 0.04
H 2.321 -1.408 -3.757 0.05
C -0.195 -1.458 -3.111 -0.88
Cl -0.901 -3.092 -3.286 0.75
Cl -1.412 -0.227 -2.635 0.80
H 0.545 -1.394 -2.314 -0.02
H 0.294 -1.185 -4.046 0.01
C 3.187 -3.025 1.575 -1.09
Cl 2.884 -4.735 1.272 0.50
Cl 4.928 -2.596 1.157 0.44
H 2.549 -2.383 0.969 -0.26
H 2.992 -2.719 2.603 0.03
```

Properties
HOMO-LUMO gap   8.24 eV
HOMO   -8.3 eV
Relative energy (zero: lowest compared OMol25 entry of this formula, charge and spin)   1792.7 kJ/mol